[1]
{
  "formula": "C5H7BrN2",
  "method": "ωB97M-V/def2-TZVPD",
  "energy_ha": -2877.4905,
  "homo_ev": [-19.6, -19.6],
  "homo_lumo_gap_ev": [8.007, 8.006],
  "relative_energy_kj_mol": 131.6,
  "charge": 2,
  "symbols": ["Br", "N", "N", "C", "C", "C", "C", "C", "H", "H", "H", "H", "H", "H", "H"],
  "xyz": [[-0.9281, -2.5257, -2.2540], [1.0884, -0.6308, -1.3579], [-0.7673, -0.5349, -0.1422], [1.1759, 0.4472, -0.5122], [2.2559, 1.2340, -0.2509], [-0.1972, -1.2462, -1.1841], [-1.9894, -1.0169, 0.4544], [-0.0045, 0.4826, 0.1732], [2.4207, 1.9795, 0.6195], [3.1473, 0.9305, -0.7625], [-1.8728, -0.8990, 1.5595], [1.7592, -0.8546, -2.0165], [0.0293, 1.0874, 1.1056], [-2.0180, -2.0452, 0.2426], [-2.9236, -0.6508, 0.2164]],
  "forces_ev_per_angstrom": [[0.350, 0.414, 0.640], [-4.892, -1.535, 1.033], [-0.875, -0.349, -1.510], [0.911, 0.627, -0.450], [0.750, -0.023, 1.599], [4.225, 2.272, -1.109], [1.260, -0.632, 3.342], [0.180, 1.017, 3.373], [-0.899, -1.012, -1.761], [0.679, 0.367, -0.370], [-0.117, -0.153, -0.812], [1.439, -0.948, -1.897], [-1.373, -0.307, -0.756], [-0.070, -1.447, -0.033], [-1.570, 1.708, -1.289]],
  "lowdin_charge": [1.139, 0.198, -0.036, -0.264, 0.353, -0.541, 0.047, 0.108, 0.182, 0.117, 0.153, 0.159, 0.209, 0.069, 0.106]
}

[2]
{
  "formula": "C3H9N3O2S",
  "method": "ωB97M-V/def2-TZVPD",
  "energy_ha": -832.5088,
  "homo_ev": -8.1,
  "homo_lumo_gap_ev": 8.912,
  "relative_energy_kj_mol": 220.0,
  "symbols": ["S", "O", "O", "N", "N", "N", "C", "C", "C", "H", "H", "H", "H", "H", "H", "H", "H", "H"],
  "xyz": [[-1.6987, -0.0913, 1.1708], [1.9959, -2.1518, -0.4276], [-1.1954, -1.4466, 0.8625], [1.2747, -1.0214, 0.1198], [1.0219, 1.2963, -0.0192], [3.0892, 0.2927, -0.3506], [-3.2213, 0.3005, 0.1120], [-0.3749, 1.3910, 0.0610], [1.7528, 0.2729, 0.0042], [3.3943, 1.1125, -0.8512], [0.2767, -1.2138, 0.2734], [-3.1981, -0.4534, -0.6954], [-0.8433, 1.2163, -0.9156], [-2.9898, 1.3656, -0.0112], [-0.6799, 2.2658, 0.4979], [-4.1229, 0.1470, 0.7041], [3.2701, -0.5856, -0.8811], [2.2487, -2.6967, 0.3464]],
  "forces_ev_per_angstrom": [[-0.112, 2.590, -0.161], [-0.356, 1.151, 0.896], [-0.148, -1.312, -0.454], [0.457, -0.585, 0.391], [-1.189, 1.421, 1.433], [0.286, -1.060, -0.449], [1.598, -0.769, 1.153], [0.421, -3.478, -1.218], [0.517, -2.379, -2.280], [-0.235, 0.130, 0.127], [0.107, -0.254, -0.130], [0.102, 1.053, -0.145], [-0.039, 0.039, 0.137], [-0.707, -0.287, -0.952], [-0.909, 2.048, 1.229], [0.163, 0.099, 0.110], [0.239, 1.027, 0.721], [-0.194, 0.567, -0.408]],
  "lowdin_charge": [0.868, -0.039, -0.621, 0.017, 0.030, 0.124, -0.258, -0.189, -0.490, 0.092, 0.033, 0.058, 0.078, 0.024, 0.030, 0.029, 0.098, 0.115]
}

Repeat the first record exactly.
{
  "formula": "C5H7BrN2",
  "method": "ωB97M-V/def2-TZVPD",
  "energy_ha": -2877.4905,
  "homo_ev": [-19.6, -19.6],
  "homo_lumo_gap_ev": [8.007, 8.006],
  "relative_energy_kj_mol": 131.6,
  "charge": 2,
  "symbols": ["Br", "N", "N", "C", "C", "C", "C", "C", "H", "H", "H", "H", "H", "H", "H"],
  "xyz": [[-0.9281, -2.5257, -2.2540], [1.0884, -0.6308, -1.3579], [-0.7673, -0.5349, -0.1422], [1.1759, 0.4472, -0.5122], [2.2559, 1.2340, -0.2509], [-0.1972, -1.2462, -1.1841], [-1.9894, -1.0169, 0.4544], [-0.0045, 0.4826, 0.1732], [2.4207, 1.9795, 0.6195], [3.1473, 0.9305, -0.7625], [-1.8728, -0.8990, 1.5595], [1.7592, -0.8546, -2.0165], [0.0293, 1.0874, 1.1056], [-2.0180, -2.0452, 0.2426], [-2.9236, -0.6508, 0.2164]],
  "forces_ev_per_angstrom": [[0.350, 0.414, 0.640], [-4.892, -1.535, 1.033], [-0.875, -0.349, -1.510], [0.911, 0.627, -0.450], [0.750, -0.023, 1.599], [4.225, 2.272, -1.109], [1.260, -0.632, 3.342], [0.180, 1.017, 3.373], [-0.899, -1.012, -1.761], [0.679, 0.367, -0.370], [-0.117, -0.153, -0.812], [1.439, -0.948, -1.897], [-1.373, -0.307, -0.756], [-0.070, -1.447, -0.033], [-1.570, 1.708, -1.289]],
  "lowdin_charge": [1.139, 0.198, -0.036, -0.264, 0.353, -0.541, 0.047, 0.108, 0.182, 0.117, 0.153, 0.159, 0.209, 0.069, 0.106]
}